Entry from the OMol25 dataset: a structure of composition C13H22IN4O5PTa at a distorted geometry (the ωB97M-V functional and the def2-TZVPD basis).

```
47
Properties=species:S:1:pos:R:3:forces:R:3
Ta 0.19741 0.71221 0.97480 -0.124 3.535 1.592
O 1.42279 4.99599 0.21891 0.251 0.257 0.120
C 1.29372 3.77266 0.57218 0.011 -0.279 0.123
O 0.41431 2.99949 0.16730 -0.500 -1.254 0.030
C 2.29714 3.25276 1.53885 0.069 0.199 0.010
C 3.33841 3.93877 2.13550 -0.043 0.001 -0.055
C 4.17057 3.23371 3.00771 0.019 0.005 0.012
C 3.96078 1.87813 3.23383 -0.052 -0.085 -0.030
C 2.88750 1.27895 2.59297 -0.143 0.102 -0.071
N 2.08051 1.96466 1.78892 -0.911 -0.997 -0.405
C 2.48673 -0.16714 2.70708 1.180 0.592 0.621
O 3.05112 -1.02768 3.26429 -0.323 -0.091 -0.127
O 1.30018 -0.32119 1.99983 -0.438 -1.562 -0.257
H 0.76832 5.32695 -0.42069 -0.167 -0.093 -0.089
H 3.50179 4.98879 1.93118 -0.030 0.002 -0.014
H 4.98460 3.74498 3.50553 0.020 -0.003 -0.021
H 4.60111 1.29859 3.88657 -0.010 -0.014 0.003
I -1.68802 1.61599 2.60521 0.808 -0.515 -0.781
C 0.55407 -1.43544 -3.22455 0.150 -0.017 -0.127
N -0.13940 -1.95942 -2.02021 -0.532 0.499 0.014
C -0.49092 -3.39301 -2.11594 0.096 -0.242 0.057
P -1.00820 -0.90412 -1.16416 -0.538 -1.185 -0.043
O -0.13608 0.37300 -0.86791 0.463 0.473 -0.527
N -2.41470 -0.40747 -1.76197 0.522 -0.241 0.156
C -3.15699 -1.24105 -2.73063 -0.125 -0.114 -0.201
C -3.11714 0.82443 -1.37424 -0.076 0.117 -0.035
N -1.06035 -1.42652 0.51862 0.500 0.887 -0.392
C -2.40761 -1.62403 1.10669 -0.408 -0.058 0.155
C -0.16774 -2.55877 0.90519 0.195 -0.282 0.157
H -0.10394 -1.41513 -4.09443 -0.058 -0.027 0.061
H 1.38880 -2.10093 -3.43838 0.020 0.025 0.048
H 0.94377 -0.43634 -3.04146 -0.003 -0.010 0.004
H -0.86487 -3.62845 -3.11255 -0.058 0.101 0.008
H -1.24967 -3.67287 -1.38668 -0.013 0.020 -0.048
H 0.40530 -3.98943 -1.94569 -0.015 0.029 0.044
H -2.58153 -2.11867 -3.01369 -0.014 0.022 0.012
H -3.35877 -0.65497 -3.62681 0.051 0.039 0.032
H -4.10696 -1.56380 -2.30514 0.043 0.008 0.075
H -2.52247 1.42455 -0.68766 -0.017 -0.008 0.001
H -4.07718 0.58612 -0.91515 0.037 -0.038 0.051
H -3.30712 1.41539 -2.27026 0.046 -0.002 0.004
H -3.09722 -0.84087 0.79936 0.082 0.027 -0.002
H -2.32778 -1.61371 2.19229 0.070 0.010 -0.020
H -2.82095 -2.59076 0.81403 0.089 -0.003 -0.093
H 0.80017 -2.48241 0.41444 -0.027 0.026 0.007
H -0.61844 -3.51770 0.65338 -0.079 0.090 -0.040
H -0.02508 -2.53423 1.98356 -0.018 0.054 -0.018
```
Positions in Å, forces in eV/Å.

## Properties
Kohn-Sham gap: 0.2712 hartree
Relative energy (zero: lowest compared OMol25 entry of this formula, charge and spin): 73.5 kJ/mol
2S+1: 1
Max |F|: 3.88 eV Å⁻¹
E_LUMO: -11.89 eV
Energy: -48955.040 eV
Highest occupied orbital energy: -19.3 eV
Net charge: +3